{
  "formula": "C24H20ClF2IN6O4STl",
  "method": "ωB97M-V with the def2-TZVPD basis set",
  "e_tot_ha": -3084.1399,
  "e_homo_ev": -3.82,
  "gap_ev": 5.848,
  "charge": -1,
  "symbols": ["Tl", "C", "N", "C", "C", "C", "O", "C", "Cl", "H", "O", "N", "C", "C", "H", "H", "C", "C", "H", "N", "F", "H", "N", "C", "C", "H", "H", "C", "C", "H", "H", "C", "H", "O", "H", "F", "C", "C", "C", "S", "N", "C", "H", "H", "H", "H", "H", "N", "C", "I", "H", "C", "H", "C", "C", "H", "O", "H", "C", "C"],
  "positions_angstrom": [[0.5332, 0.2804, 0.3576], [4.0829, 2.3576, -2.7108], [-0.5109, -1.9343, -0.7700], [3.2088, -3.1314, 2.3196], [-1.4062, -1.8023, -1.7421], [1.8562, 3.3857, -1.5542], [0.9161, 1.5850, -4.0730], [-2.9458, -2.6086, 2.0881], [0.2680, 0.5574, -3.2861], [3.9372, 0.9458, -1.0922], [-0.4883, -0.3306, -4.1411], [0.4012, 5.0358, 1.7322], [3.5202, 1.8297, -1.5606], [-2.7286, 0.1151, 2.0900], [-0.1547, 5.3410, 0.9471], [1.3643, 5.3316, 1.7010], [3.4907, 3.4644, -3.2972], [2.8060, -1.9299, 1.7724], [-4.6346, 2.0863, 2.2322], [2.4364, 2.3406, -0.9844], [4.2193, -3.1615, 3.2344], [0.5224, -5.0487, -1.4383], [-1.6339, -0.6223, 2.2965], [0.2655, 3.7295, 2.1372], [1.6048, -4.2780, 1.0482], [-2.4379, -2.6574, -3.4167], [-1.8766, -0.8289, -1.8242], [-2.5412, 1.6028, 2.0570], [-0.0604, -4.1436, -1.5197], [-3.5746, 3.4717, 2.3355], [-2.9755, -3.6895, 2.0779], [-1.0109, -4.0071, -2.5148], [4.9572, 1.8994, -3.1526], [1.2750, -0.2005, -2.5531], [-5.0278, -2.3207, 1.6557], [0.9984, -5.4736, 0.7644], [-3.7176, 2.5135, 1.8335], [2.3556, 3.9811, -2.7010], [0.1634, -3.0815, -0.6419], [1.5047, 2.8283, 2.7261], [-1.3336, 1.9964, 2.1341], [-3.9689, -0.4641, 1.8554], [-1.1855, -4.8194, -3.2103], [-1.7393, 3.9766, 1.7233], [2.9083, -5.2656, 2.4481], [-3.8710, 2.7026, 0.7670], [-4.8416, 0.1424, 1.6591], [-1.0349, 3.3041, 1.9987], [1.1993, -3.1024, 0.4296], [1.3543, 5.6141, -3.5247], [0.9431, 3.7437, -1.0919], [-1.7442, -1.9427, 2.3021], [3.2924, -1.0222, 2.1207], [1.7908, -1.8844, 0.8115], [-1.7084, -2.8160, -2.6348], [-0.8222, -2.4936, 2.4569], [-0.6293, 1.1818, -2.3191], [3.8895, 3.8971, -4.2045], [-4.0732, -1.8489, 1.8532], [2.6123, -4.3323, 1.9924]]
}

{
  "formula": "C24H20ClNOPPd",
  "method": "ωB97M-V with the def2-TZVPD basis set",
  "s2": 6.03,
  "e_above_lowest_kcal_mol": 0.0,
  "e_tot_ha": -1985.5097,
  "e_homo_ev": [-7.27, -11.82],
  "gap_ev": [4.738, 4.130],
  "multiplicity": 5,
  "charge": 1,
  "symbols": ["H", "N", "C", "H", "C", "H", "C", "C", "C", "O", "H", "H", "H", "C", "C", "C", "C", "Pd", "C", "H", "Cl", "C", "C", "H", "C", "C", "C", "H", "H", "H", "C", "H", "C", "H", "P", "C", "H", "H", "H", "C", "H", "C", "C", "C", "C", "H", "H", "C", "H"],
  "positions_angstrom": [[-6.0832, -1.6266, 0.2119], [2.7043, -4.9569, -0.9395], [-3.3616, 0.2369, 1.0080], [3.9538, -1.9929, 2.1578], [-0.0820, 0.7901, 2.8277], [-0.7072, 4.5902, 2.2031], [-0.3512, 1.2639, 1.5276], [-0.0799, 1.6808, 3.8985], [-0.4139, 2.8172, -3.5727], [4.5402, -6.5070, -1.1892], [-2.0158, -2.1161, -1.0932], [1.7152, 2.7826, -3.2994], [-0.3836, 3.5202, -4.4030], [3.9443, -1.8001, 1.0820], [-4.6839, -0.2006, 1.0083], [4.3322, -2.0197, -1.1976], [-2.7794, -1.5631, -0.5429], [2.7171, -2.7803, -0.2260], [-0.3074, 3.0444, 3.6810], [-0.7067, 3.0184, 0.3045], [0.2037, -1.5716, 0.5684], [0.7214, 1.5153, -1.8645], [-2.4254, -0.4254, 0.2042], [4.6670, -2.4505, -2.1335], [-4.1000, -1.9988, -0.5330], [-1.6986, 1.4554, -2.0618], [-0.5183, 1.0059, -1.4239], [0.0949, -0.2697, 3.0017], [2.8383, -0.3865, -1.7718], [-0.3222, 3.7386, 4.5191], [4.7155, -2.4885, 0.1001], [2.4597, -0.1443, 0.8433], [3.1150, -0.8691, 0.3819], [0.0820, 1.3120, 4.9110], [-0.7375, 0.1930, 0.1506], [-0.5268, 3.5311, 2.3880], [-3.0326, 1.0613, 1.6458], [-2.6718, 1.1255, -1.6991], [-2.5836, 2.7154, -3.5515], [-1.6501, 2.3631, -3.1133], [-5.4095, 0.3298, 1.6215], [-0.5342, 2.6464, 1.3156], [-5.0465, -1.3040, 0.2288], [0.7625, 2.3925, -2.9473], [3.3430, -1.0003, -1.0191], [1.6332, 1.2607, -1.3273], [-4.3767, -2.8745, -1.1188], [3.6417, -5.7317, -1.0625], [5.4046, -3.3124, 0.3003]]
}

{
  "formula": "C24H20FO8S3",
  "method": "ωB97M-V with the def2-TZVPD basis set",
  "e_above_lowest_kcal_mol": 0.0,
  "e_tot_ha": -2822.7547,
  "e_homo_ev": -2.95,
  "gap_ev": 4.353,
  "charge": -1,
  "symbols": ["S", "H", "S", "C", "C", "C", "C", "C", "C", "O", "C", "C", "H", "H", "O", "H", "C", "H", "H", "O", "O", "H", "C", "H", "C", "C", "C", "H", "C", "H", "C", "O", "C", "C", "C", "H", "C", "C", "H", "H", "H", "F", "H", "H", "C", "O", "C", "H", "S", "H", "H", "C", "C", "H", "O", "O"],
  "positions_angstrom": [[-2.2192, 1.4539, 0.9160], [-0.0403, -2.3981, -4.9072], [-3.9668, 0.7948, 3.2615], [-1.0336, -1.7888, 2.3354], [-5.9462, 2.4309, 2.1839], [0.0427, -3.9664, 2.5839], [-3.8477, 2.2479, 0.9782], [4.0435, 2.6969, -2.1258], [4.1130, 1.3762, -1.6606], [2.1439, 0.7125, -3.2435], [6.4717, 1.6306, -1.2021], [5.2261, 3.4435, -2.2395], [0.2071, -0.0769, 2.2197], [-5.9844, 4.3189, -0.6413], [3.4742, -1.1049, -2.0690], [-3.6734, 3.3439, -0.8371], [5.2933, 0.8771, -1.1093], [-3.1084, -1.6121, 2.7416], [-2.0906, -3.6645, 2.5716], [-3.5569, 1.4849, 4.4583], [0.9202, -2.6199, -0.4470], [5.2790, -0.0882, -0.5954], [1.2663, -0.2706, -0.8879], [5.1856, 4.4596, -2.6414], [1.3771, -1.9258, 2.6007], [-6.4291, 3.3021, 1.2072], [0.9023, -1.6865, -1.2439], [7.3655, 3.4784, -1.8917], [-2.2710, -1.0413, 2.2958], [2.3523, -1.4329, 2.7070], [0.5051, -3.2325, -4.4377], [-1.2003, 2.4009, 1.3131], [-2.5358, 0.3009, 2.2495], [-5.6146, 3.6388, 0.1177], [-4.3359, 3.0982, -0.0119], [2.2240, -3.9073, 2.6343], [0.4055, -3.1435, -2.9404], [1.2947, -3.3250, 2.6415], [3.0674, 3.1385, -2.3604], [1.1638, -3.7935, -2.4732], [-6.5414, 2.1176, 3.0409], [1.6223, -0.0834, 0.3888], [-7.4298, 3.7152, 1.3189], [7.3982, 1.2273, -0.7842], [-4.6429, 1.9561, 2.0704], [-2.0723, 0.6929, -0.3070], [6.4489, 2.8925, -1.8170], [1.5605, -3.1618, -4.7672], [2.7727, 0.1760, -2.0587], [0.1119, -4.1934, -4.7992], [-0.6033, -3.4076, -2.5669], [-1.1089, -3.1952, 2.5349], [0.2273, -1.1550, 2.3812], [-0.0302, -5.0546, 2.5395], [-4.8911, -0.3116, 3.3585], [0.7080, -1.7657, -2.5832]]
}

{
  "formula": "C24H20FeN9OS2",
  "method": "ωB97M-V with the def2-TZVPD basis set",
  "e_above_lowest_kcal_mol": 0.0,
  "e_tot_ha": -3554.6300,
  "e_homo_ev": -10.86,
  "gap_ev": 7.738,
  "charge": 1,
  "symbols": ["S", "H", "C", "C", "C", "N", "H", "C", "N", "C", "H", "C", "C", "C", "C", "N", "C", "H", "H", "H", "O", "Fe", "C", "C", "C", "H", "C", "C", "N", "S", "H", "N", "H", "N", "H", "H", "H", "C", "H", "N", "H", "C", "H", "H", "C", "N", "H", "C", "C", "C", "C", "H", "H", "C", "H", "N", "C"],
  "positions_angstrom": [[-3.7170, 2.8830, -0.8738], [0.0505, 3.1699, -3.8763], [0.2325, -2.8579, -3.5591], [0.1831, -2.6339, -1.1902], [-0.9181, -1.0937, -2.4549], [-1.7886, 1.2117, -0.6056], [-4.6190, 0.8729, 0.9440], [0.5860, -2.0362, 1.9369], [1.1547, -1.0102, 1.2701], [0.6817, -3.5160, -4.7557], [-0.9003, -1.3333, -4.5822], [2.4833, -0.8810, 1.3386], [1.3456, -2.9789, 2.6136], [-3.0154, 1.4518, -0.1907], [0.5849, -3.3422, -2.3077], [0.7525, 1.0457, -1.3666], [-1.1285, 2.5452, 3.4585], [3.6155, -0.2156, -2.2125], [-1.6978, 2.3246, 4.3506], [0.8439, -3.7773, 3.1434], [-1.4444, -0.2904, 3.9974], [-0.2653, 0.1107, 0.2175], [-0.9328, -2.0354, 1.9371], [0.3531, 2.9037, 1.1990], [-1.3731, 2.1916, -1.4972], [-1.2982, -2.4142, 2.8928], [-0.0368, 1.9747, -2.0469], [-1.2627, 0.0861, 2.8494], [1.0473, -4.0267, -5.7162], [2.0180, 1.7348, -3.4960], [-1.3271, -2.6758, 1.1448], [-3.6686, 0.6835, 0.6851], [2.6155, -0.6845, -0.8935], [2.7164, -0.1920, -1.7650], [0.9554, 2.9997, 0.3055], [-0.8726, 4.6484, 3.8133], [-1.5590, -0.2244, -2.4793], [3.3072, -1.7784, 1.9895], [-3.1479, -0.0872, 1.1025], [-1.2917, -0.6500, 1.7133], [4.3750, -1.6150, 2.0090], [1.8351, 0.7898, -2.0599], [-2.1563, 4.0228, -2.4070], [1.1672, -4.2458, -2.2013], [-0.8455, 1.5132, 2.5834], [-0.1142, 1.6821, 1.4710], [0.4541, -3.0041, -0.2122], [0.4850, 2.4652, -3.1886], [2.7245, -2.8637, 2.6287], [-0.5641, -1.7226, -3.6323], [-2.2604, 3.1710, -1.7577], [0.4930, 4.9630, 1.7474], [2.9009, 0.0177, 0.8947], [-0.6610, 3.8131, 3.1595], [3.3326, -3.5844, 3.1586], [-0.5254, -1.4982, -1.2388], [0.0974, 3.9927, 2.0119]]
}